[1]
Density functional theory data (wB97M-V/def2-TZVPD) for a single C24H30N4O4 molecule in a non-equilibrium geometry.

Values from the calculation:
E_LUMO = -0.6 eV
structure (SMILES) = NC(=O)C[C@@H](NC(=O)c1ccccc1)c1ccc(NC2CCCCCCC2)c([N+](=O)[O-])c1
HOMO-LUMO gap = 7.680 eV

```
62
Properties=species:S:1:pos:R:3:forces:R:3:lowdin_charge:R:1
N 1.2387 -4.2060 -0.8384 -0.3 -0.3 -0.3 0.180
C 1.9715 -3.8983 0.2570 0.3 0.1 -0.5 -0.561
O 1.6689 -4.2814 1.3624 0.0 0.0 0.5 0.068
C 3.1790 -3.0156 -0.0198 -0.1 0.1 0.4 -0.045
C 2.9103 -1.6089 0.5491 -0.1 -0.1 0.0 -0.256
N 3.9593 -0.6947 0.1546 0.0 -0.2 -0.2 0.116
C 4.6449 0.0662 1.0447 0.0 0.0 -0.2 -0.440
O 4.4717 -0.0080 2.2442 0.1 0.0 0.3 0.079
C 5.6539 0.9776 0.4285 0.2 0.3 0.0 -0.139
C 6.8263 1.2253 1.1357 -0.1 -0.1 0.0 -0.017
C 7.7933 2.0642 0.6145 0.0 0.0 0.0 -0.073
C 7.5900 2.6770 -0.6112 0.0 0.0 0.0 -0.085
C 6.4142 2.4550 -1.3088 0.0 0.1 -0.1 -0.080
C 5.4485 1.6075 -0.7952 0.0 -0.1 0.1 -0.038
C 1.5562 -1.1108 0.1018 -0.1 0.2 0.1 -0.180
C 0.5389 -0.8634 1.0338 0.1 0.0 -0.3 0.012
C -0.6982 -0.4325 0.6398 -0.1 0.0 0.0 0.008
C -1.0212 -0.2062 -0.7189 0.2 -0.1 -0.3 -0.158
N -2.2205 0.2474 -1.1060 -0.2 0.3 -0.5 0.080
C -3.3940 0.4404 -0.2816 -0.2 -0.3 0.1 -0.307
C -4.2920 1.5118 -0.9140 0.1 0.1 0.1 -0.131
C -4.5007 2.7320 -0.0151 0.0 -0.1 0.1 -0.193
C -4.8850 2.4357 1.4384 -0.2 0.1 -0.2 -0.211
C -6.0315 1.4387 1.6409 0.3 0.0 0.3 -0.197
C -5.6284 -0.0342 1.8113 -0.3 0.0 -0.2 -0.195
C -5.5055 -0.8525 0.5211 0.2 -0.1 0.1 -0.203
C -4.1108 -0.9100 -0.1072 -0.2 0.2 0.1 -0.143
C 0.0126 -0.4761 -1.6594 0.3 -0.2 1.3 -0.083
N -0.1644 -0.3684 -3.0526 0.0 0.0 -0.9 -0.343
O 0.7462 -0.7307 -3.7826 0.0 0.1 -0.2 0.054
O -1.2269 0.0659 -3.4999 0.0 0.0 -0.1 0.049
C 1.2728 -0.9113 -1.2255 -0.1 0.1 0.1 0.036
H 0.4113 -4.7673 -0.7213 0.0 0.0 0.0 0.114
H 1.4565 -3.8622 -1.7561 0.0 0.0 0.1 0.099
H 3.3758 -2.9555 -1.0908 0.0 0.0 -0.1 0.112
H 4.0491 -3.4406 0.4809 0.0 0.0 -0.1 0.133
H 2.9364 -1.6498 1.6427 0.0 0.0 -0.2 0.150
H 4.1438 -0.5924 -0.8303 0.1 0.0 0.1 0.130
H 6.9605 0.7478 2.0945 0.0 0.0 0.1 0.119
H 8.7044 2.2448 1.1652 0.1 0.0 0.0 0.104
H 8.3427 3.3351 -1.0194 0.1 0.1 0.0 0.102
H 6.2471 2.9461 -2.2562 0.0 0.0 -0.1 0.104
H 4.5235 1.4679 -1.3376 -0.1 0.0 0.0 0.110
H 0.7402 -1.0244 2.0816 0.0 0.0 0.2 0.129
H -1.4514 -0.2603 1.3901 -0.1 0.0 0.1 0.106
H -2.3544 0.3141 -2.1128 0.1 0.0 0.4 0.109
H -3.0605 0.7965 0.6939 0.0 0.0 0.0 0.118
H -5.2576 1.0802 -1.1683 -0.1 0.0 -0.1 0.104
H -3.8441 1.8546 -1.8492 -0.1 0.0 0.0 0.118
H -3.5843 3.3273 -0.0021 0.0 0.1 -0.1 0.114
H -5.2818 3.3486 -0.4652 0.0 0.1 0.0 0.111
H -4.0138 2.0927 2.0000 0.0 0.0 0.1 0.101
H -5.1765 3.3903 1.8834 0.1 0.0 0.0 0.107
H -6.7491 1.5314 0.8241 -0.1 0.0 0.0 0.113
H -6.5538 1.7309 2.5549 -0.1 0.0 -0.1 0.105
H -4.7009 -0.0998 2.3829 0.1 0.0 0.1 0.112
H -6.4049 -0.5064 2.4176 0.1 0.0 0.1 0.105
H -6.2324 -0.4816 -0.2031 -0.1 0.0 0.0 0.101
H -5.7879 -1.8855 0.7385 -0.1 0.0 -0.1 0.108
H -3.4717 -1.5539 0.5024 0.0 -0.1 0.0 0.113
H -4.1998 -1.3780 -1.0915 0.1 0.0 0.0 0.123
H 2.0152 -1.0864 -1.9905 0.0 0.0 0.0 0.122
```
Positions in Å, forces in eV/Å.

***

[2]
Density functional theory data (wB97M-V/def2-TZVPD) for a single C24H30N6O2S molecule in a non-equilibrium geometry.

Values from the calculation:
E_LUMO = 0.6 eV
structure (SMILES) = CC[C@H](c1nnc(SCC(=O)Nc2ccc(NC(C)=O)cc2)n1Cc1ccccc1)N(C)C
HOMO-LUMO gap = 8.447 eV

```
63
Properties=species:S:1:pos:R:3:forces:R:3:lowdin_charge:R:1
C 0.1828 2.2721 5.1912 0.1 -0.2 0.0 -0.096
C 0.4982 1.0654 4.3147 -0.1 0.2 0.0 -0.201
C -0.0479 1.2062 2.8767 0.2 -0.1 0.1 -0.266
C -0.7166 -0.0701 2.4900 -0.2 0.2 0.0 -0.288
N -1.9998 -0.1926 2.3054 0.1 1.1 0.2 0.091
N -2.2729 -1.4839 2.0495 0.0 -0.9 0.1 0.000
C -1.1382 -2.1358 2.0816 -0.2 0.0 0.1 -0.623
S -0.9403 -3.8484 1.8330 0.0 -0.4 0.0 1.008
C -2.4691 -4.1892 0.8889 0.3 0.2 0.0 -0.333
C -2.2645 -3.6422 -0.5200 -0.3 0.0 0.3 -0.555
O -1.8341 -4.3336 -1.4153 0.2 -0.2 -0.2 0.064
N -2.5617 -2.3209 -0.6069 -0.4 0.2 0.1 0.123
C -2.1645 -1.4164 -1.5979 0.2 0.0 -0.3 -0.224
C -1.5817 -1.8042 -2.8000 -0.1 -0.1 0.2 -0.005
C -1.1462 -0.8539 -3.7036 0.0 0.2 -0.1 -0.009
C -1.2919 0.5015 -3.4255 0.0 -0.4 0.2 -0.225
N -0.8655 1.5105 -4.2968 -0.2 0.4 0.2 0.114
C -0.1425 1.4031 -5.4496 0.0 0.6 0.0 -0.519
C 0.1068 2.7536 -6.0939 0.1 -0.2 -0.1 -0.003
O 0.2610 0.3631 -5.9149 0.1 -0.3 -0.1 0.067
C -1.8967 0.8870 -2.2303 0.1 -0.1 -0.1 -0.029
C -2.3265 -0.0589 -1.3249 0.0 -0.1 -0.1 -0.028
N -0.1057 -1.2899 2.3585 -0.8 -0.1 0.1 0.022
C 1.2992 -1.6114 2.3088 0.5 0.0 -0.2 -0.080
C 1.8991 -1.2324 0.9746 0.1 -0.1 -0.1 -0.210
C 1.2858 -1.6196 -0.2099 0.0 0.0 0.1 -0.029
C 1.8151 -1.2436 -1.4313 0.0 0.0 -0.1 -0.061
C 2.9724 -0.4860 -1.4790 0.0 0.0 -0.1 -0.083
C 3.5990 -0.1119 -0.3022 0.1 0.1 0.0 -0.085
C 3.0620 -0.4783 0.9189 0.0 -0.2 0.0 -0.056
N 0.9851 1.5317 1.8936 -0.2 0.1 0.2 -0.219
C 0.4042 1.6621 0.5704 0.0 -0.1 -0.1 -0.083
C 1.7230 2.7368 2.2141 0.0 -0.1 0.0 -0.088
H 0.6109 3.1835 4.7829 0.0 0.1 0.0 0.063
H -0.8936 2.4043 5.2727 -0.1 0.1 0.0 0.079
H 0.5851 2.1219 6.1907 0.0 0.1 0.1 0.074
H 0.0450 0.1849 4.7769 0.1 0.0 0.0 0.116
H 1.5755 0.8997 4.2773 0.0 -0.1 0.0 0.102
H -0.8488 1.9700 2.8758 0.0 -0.1 0.0 0.152
H -3.3010 -3.7357 1.4232 -0.1 -0.1 0.0 0.079
H -2.5525 -5.2741 0.8625 0.0 0.1 0.0 0.086
H -2.9118 -1.8780 0.2428 0.2 -0.3 -0.1 0.098
H -1.4595 -2.8517 -3.0195 0.0 0.0 0.0 0.105
H -0.6863 -1.1604 -4.6279 0.0 0.0 0.0 0.103
H -1.1114 2.4450 -4.0003 0.1 -0.1 -0.2 0.139
H 0.6597 3.4000 -5.4152 0.0 0.1 0.0 0.081
H -0.8388 3.2308 -6.3429 -0.1 0.1 0.0 0.082
H 0.6847 2.6124 -7.0023 0.0 0.0 0.0 0.082
H -2.0235 1.9371 -2.0059 0.0 0.1 0.0 0.111
H -2.7784 0.2500 -0.3929 0.0 0.1 0.1 0.108
H 1.8122 -1.0823 3.1127 0.0 -0.1 0.0 0.121
H 1.3910 -2.6907 2.4735 0.0 0.2 0.1 0.113
H 0.3895 -2.2216 -0.1887 -0.1 -0.1 0.0 0.091
H 1.3202 -1.5419 -2.3427 0.0 0.0 -0.1 0.099
H 3.3847 -0.1916 -2.4326 0.0 0.0 -0.1 0.103
H 4.5065 0.4735 -0.3345 0.1 0.1 0.0 0.102
H 3.5473 -0.1737 1.8341 0.0 0.1 0.1 0.112
H -0.3004 2.5058 0.5081 0.0 0.0 0.0 0.097
H -0.1271 0.7533 0.2970 0.0 0.0 -0.1 0.064
H 1.2046 1.8134 -0.1518 0.0 0.0 -0.1 0.090
H 2.2467 2.6244 3.1593 0.1 0.1 0.1 0.077
H 2.4657 2.8953 1.4334 0.1 0.1 0.0 0.087
H 1.0765 3.6265 2.2665 0.0 0.1 0.0 0.094
```
Positions in Å, forces in eV/Å.

***

[3]
Density functional theory data (wB97M-V/def2-TZVPD) for a molecular structure, C24H31AlBCl3F5IN4NaO7P in a non-equilibrium geometry.

Values from the calculation:
E_LUMO = -4.9 eV
HOMO-LUMO gap = 1.212 eV

```
79
Properties=species:S:1:pos:R:3:forces:R:3:lowdin_charge:R:1
N 1.0117 3.0710 4.1215 1.8 1.6 2.8 0.121
C 0.4976 2.6908 3.1975 -2.7 -2.9 -3.8 -0.187
C -0.1825 1.9511 2.0153 0.8 0.5 -0.1 -0.370
N -0.1328 2.7491 0.7896 1.1 0.4 1.6 -0.039
C -1.6446 1.4825 2.4245 0.4 -0.2 0.8 -0.446
C -1.8782 0.1530 1.7093 0.3 5.7 2.9 -0.237
N -1.9126 -0.8864 1.3046 -0.3 -4.1 -1.4 0.179
P -3.1070 2.6600 2.0142 -0.4 1.0 -1.7 0.561
O -2.8011 4.2796 2.5931 -1.2 -3.1 1.7 -0.633
I -4.9364 1.6850 3.3903 0.6 0.2 0.2 0.341
H 0.4005 1.0092 1.8070 -0.4 0.8 0.5 0.131
H 0.3511 3.6202 1.0164 -0.6 -0.1 -0.2 0.002
H 0.5060 2.2629 0.1231 -0.9 -0.9 -0.7 0.020
H -1.6585 1.3123 3.5287 0.0 -0.3 -0.8 0.096
H -3.1734 4.8929 1.9095 -0.2 -0.5 0.4 -0.057
C -0.5199 -1.0689 -2.4748 0.4 0.1 -0.4 -0.002
C -1.5391 -1.6526 -1.7265 0.1 0.1 0.1 -0.032
C -2.2017 -2.7689 -2.1997 -0.5 -0.1 0.1 -0.186
C -1.8447 -3.3166 -3.4382 -0.3 0.3 -0.5 -0.338
C -0.8290 -2.7343 -4.1961 0.1 0.0 -0.2 -0.091
C -0.1692 -1.6073 -3.7143 -0.2 -0.2 0.2 -0.031
H 0.0067 -0.1966 -2.0718 0.0 0.2 0.3 0.075
H -1.8067 -1.2274 -0.7706 0.0 0.0 -0.1 0.061
H -2.9972 -3.2222 -1.6086 -0.1 0.0 -0.1 0.112
H -2.3626 -4.2027 -3.8110 -0.3 0.2 -0.3 0.101
H -0.5512 -3.1618 -5.1527 -0.1 0.0 0.0 0.118
H 0.6224 -1.1529 -4.2972 -0.1 0.0 0.0 0.111
C -2.0597 -8.2377 -0.7995 -1.0 -0.2 -0.9 0.097
C -1.0386 -8.0248 0.1253 1.1 0.4 1.2 -0.406
C -1.2047 -6.7503 0.9427 -1.0 0.9 0.1 -0.388
O -0.4511 -6.4214 1.8502 0.6 -0.2 -0.1 0.034
C -2.3202 -5.8644 0.6199 1.4 0.5 0.9 0.024
C -3.3333 -6.0625 -0.3094 -1.3 -0.7 -1.2 -0.462
C -3.2265 -7.3930 -1.0590 0.8 -1.0 0.2 -0.382
O -4.0522 -7.7828 -1.8617 -0.4 0.5 -0.1 0.098
O -4.2709 -5.3083 -0.5810 0.6 0.2 0.2 0.057
O -0.0564 -8.7394 0.3380 -0.4 0.0 -0.3 0.068
H -2.0286 -9.1262 -1.4206 0.1 0.0 0.1 0.129
H -2.3183 -4.9498 1.2050 -0.2 0.0 0.0 0.121
Al -0.9601 -4.8865 -2.1654 0.8 -0.4 0.6 0.961
Cl -1.4666 5.1087 1.1057 1.4 2.2 -1.7 0.341
C 0.6469 -3.1749 2.7125 0.3 -0.9 0.0 0.042
C 1.9921 -2.6627 2.3466 -1.6 1.7 -1.2 -0.421
O 2.2279 -1.7583 1.6134 0.2 -0.3 0.0 0.193
N 3.1902 -3.2118 3.0270 0.9 -0.2 0.5 0.081
C 4.1871 -3.8027 2.0754 0.2 -0.5 0.0 0.034
H -0.0688 -2.9061 1.9370 0.1 0.2 0.1 0.089
H 0.6709 -4.2665 2.8020 -0.2 0.0 0.1 0.084
H 0.3387 -2.7333 3.6636 0.0 0.0 0.0 0.115
H 2.9300 -3.8570 3.7752 0.2 0.0 0.0 0.186
H 3.6437 -2.3746 3.4043 -0.1 -0.2 0.4 0.190
H 3.7144 -4.6250 1.5416 0.0 0.1 0.0 0.118
H 5.0229 -4.1703 2.6676 0.0 0.0 -0.1 0.107
H 4.5267 -3.0281 1.3931 -0.2 0.0 0.0 0.111
F 0.4995 0.9507 -0.7125 0.4 -1.1 0.1 -0.527
C -0.0710 2.5454 -4.5116 -0.1 0.0 0.2 -0.012
C 1.1193 2.6765 -3.5989 -0.4 0.1 0.1 -0.506
O 0.9939 2.9510 -2.4338 0.3 0.3 0.1 0.056
C 2.4841 2.4481 -4.2073 0.2 0.1 0.2 -0.030
H -0.9819 2.7359 -3.9462 0.1 0.1 0.0 0.092
H -0.0027 3.2767 -5.3191 -0.1 -0.1 -0.1 0.079
H -0.1176 1.5313 -4.9212 0.1 0.0 -0.2 0.067
H 2.6629 3.1749 -5.0019 -0.1 -0.2 -0.1 0.082
H 2.5506 1.4321 -4.6046 0.0 0.1 -0.2 0.067
H 3.2475 2.5739 -3.4386 -0.1 0.0 0.0 0.071
Cl 0.6216 6.6028 3.2792 0.1 0.1 0.0 0.615
C 2.1424 7.3164 3.8185 -0.1 0.0 -0.2 -0.685
C 2.4872 6.9116 5.2369 -0.5 -0.2 -0.1 -0.696
Cl 1.3871 7.6251 6.4299 0.2 0.0 0.0 0.617
H 2.0656 8.3998 3.7169 0.0 0.0 0.1 0.077
H 2.9197 6.9633 3.1312 0.0 -0.1 0.0 0.069
H 3.4920 7.2627 5.4888 -0.5 0.1 0.5 -0.017
H 2.4634 5.8281 5.3610 -0.1 0.0 -0.1 0.079
B -1.3164 5.9509 -5.2120 -0.2 0.2 0.1 -1.212
F -1.5106 4.8989 -6.1508 0.1 0.2 0.2 0.053
F 0.0581 6.3141 -5.1886 -0.3 -0.2 0.0 0.053
F -2.0972 7.0727 -5.5901 0.3 -0.3 0.1 0.060
F -1.7104 5.5114 -3.9229 0.1 0.1 -0.4 0.065
Na 5.2298 7.4346 4.8648 0.6 0.1 -0.4 0.883
```
Positions in Å, forces in eV/Å.

***

[4]
Density functional theory data (wB97M-V/def2-TZVPD) for a molecular structure, C24H31BGeN3O4Pt in a non-equilibrium geometry.

Values from the calculation:
E_LUMO (alpha / beta) = 1.9 / 1.9 eV
charge = -1
HOMO-LUMO gap (alpha / beta) = 3.485 / 6.995 eV
2S+1 = 3

```
65
Properties=species:S:1:pos:R:3:forces:R:3:mulliken_spin:R:1
Pt 0.6800 0.5018 0.3392 -0.3 -0.6 0.1 0.235
N -1.2897 6.7230 2.0072 0.1 -0.8 0.1 0.000
C -1.1680 5.5921 2.2200 -0.2 2.4 -0.5 0.000
C -1.0513 4.2372 2.5185 -0.1 -2.4 1.0 -0.001
C -1.6959 3.6933 3.6641 0.5 0.6 -1.0 0.002
C -1.5733 2.3447 3.8904 0.1 -0.3 0.0 0.006
C -0.8250 1.5551 3.0206 0.2 0.6 -0.3 0.001
N -0.1721 2.0787 1.9635 -0.4 -0.7 0.6 0.066
C -0.2949 3.3649 1.7165 -0.3 0.9 0.1 -0.002
H -2.2641 4.3388 4.3207 0.0 0.0 0.0 0.000
H -2.0476 1.8819 4.7422 0.0 -0.1 0.0 0.002
H -0.7639 0.4883 3.1632 0.0 -0.4 0.0 0.007
H 0.2232 3.7496 0.8484 0.1 0.0 -0.1 0.002
C 4.5124 2.3023 -2.3106 -0.4 -0.5 0.2 0.002
Ge 3.2774 0.8858 -1.5559 0.6 0.3 -0.3 0.019
C 2.5926 -0.2148 -3.0610 0.1 0.3 0.5 0.001
C 4.4537 -0.1937 -0.3532 -0.5 0.3 -0.3 -0.004
C 1.7788 1.8736 -0.7014 0.2 -0.3 -0.2 0.055
H 5.2874 1.8666 -2.9388 0.1 -0.1 -0.1 0.000
H 5.0048 2.8366 -1.5006 0.0 0.1 0.1 0.000
H 3.9647 3.0267 -2.9068 -0.1 0.1 -0.1 0.000
H 3.3548 -0.8952 -3.4286 0.1 -0.1 0.0 0.000
H 2.2455 0.4020 -3.8867 0.0 0.2 -0.1 0.000
H 1.7585 -0.7945 -2.6797 -0.1 -0.2 0.1 -0.003
H 5.4796 -0.1996 -0.7097 0.2 0.2 -0.1 0.000
H 4.0874 -1.2128 -0.3157 -0.1 -0.1 0.0 0.002
H 4.4361 0.2045 0.6582 0.0 0.1 0.1 0.001
H 1.2721 2.4344 -1.4890 0.1 0.1 -0.1 0.004
H 2.1642 2.5980 0.0264 0.1 0.1 0.0 0.001
C -2.9903 -1.9446 -2.1723 0.3 0.3 0.0 0.000
C -2.3453 -0.5690 -2.3143 -0.3 0.1 -0.4 0.011
C -2.2186 -0.2226 -3.8032 0.1 -0.1 0.4 0.000
O -1.0217 -0.6178 -1.7798 0.2 -0.5 -0.2 -0.002
B -0.8214 0.4579 -0.9695 0.3 -0.2 0.6 0.360
O -1.9177 1.2794 -0.9202 0.0 0.7 0.0 0.029
C -3.0299 0.5603 -1.4617 -0.5 -0.3 0.0 0.011
C -3.8069 0.0185 -0.2550 0.3 0.1 -0.2 -0.002
C -3.9213 1.5062 -2.2609 0.4 -0.2 0.3 -0.001
H -2.4768 -2.6405 -2.8313 0.0 -0.1 0.0 0.000
H -4.0411 -1.9034 -2.4474 -0.2 0.0 -0.1 0.000
H -2.8951 -2.3021 -1.1542 0.0 -0.1 0.1 0.000
H -1.5882 -0.9778 -4.2695 0.0 0.0 0.0 0.000
H -1.7340 0.7431 -3.9297 0.0 0.1 -0.1 0.000
H -3.1921 -0.2175 -4.2914 0.0 0.0 -0.1 0.000
H -3.1599 -0.6120 0.3506 0.0 -0.1 0.1 0.001
H -4.6916 -0.5342 -0.5591 -0.1 -0.1 0.0 0.000
H -4.1125 0.8643 0.3566 -0.1 0.1 0.1 0.000
H -3.3518 2.0350 -3.0174 0.0 0.1 -0.1 0.000
H -4.3520 2.2362 -1.5812 -0.1 0.1 0.0 0.000
H -4.7260 0.9483 -2.7335 -0.1 0.0 -0.1 0.000
O 1.7970 -1.5922 -0.2226 0.5 1.2 -1.3 0.309
C 1.1939 -2.0165 0.7921 0.1 -2.3 1.3 0.206
N 0.1693 -1.3246 1.3597 0.1 0.8 -0.6 -0.008
C -0.3024 -1.9995 2.4588 0.6 -0.9 0.4 0.105
O -1.2511 -1.6465 3.1639 -0.9 0.7 0.7 0.155
C 0.5426 -3.1972 2.6356 -0.5 0.8 -0.4 0.179
C 0.6231 -4.1559 3.6287 0.1 -0.3 0.2 -0.064
C 1.6252 -5.1095 3.5484 -0.5 0.0 0.5 0.117
C 2.5278 -5.1239 2.4795 0.4 0.1 -0.6 0.042
C 2.4551 -4.1754 1.4787 0.4 -0.4 0.1 0.001
C 1.4653 -3.2112 1.5645 -0.3 1.1 -0.6 0.117
H -0.0637 -4.1390 4.4635 -0.1 0.0 0.1 0.004
H 1.7263 -5.8539 4.3269 -0.1 -0.1 0.1 0.015
H 3.3028 -5.8766 2.4513 0.1 -0.1 0.0 0.006
H 3.1555 -4.1556 0.6540 0.1 -0.1 0.0 0.014
```
Positions in Å, forces in eV/Å.

***

Result set for ΔE to the lowest compared entry with this formula, charge and spin: 321.3; 3.6; 0.0; 34.2 kJ/mol, one per record in the order listed.